1.
The following is a quantum chemistry calculation of CH4N2P2 in the gas phase in a non-equilibrium geometry, from the Open Molecules 2025 dataset.

```
9
Properties=species:S:1:pos:R:3:forces:R:3
C -0.18441 -1.17273 -0.37533 0.01 1.58 -0.18
N 2.21558 -0.46605 0.69645 0.83 0.02 0.67
N -2.03272 0.90510 0.15981 0.52 -1.64 -0.15
P 1.25947 -0.38214 -0.46301 -1.60 -0.64 -1.21
P -1.74174 -0.80308 -0.07513 -0.89 0.22 -0.38
H 3.18556 -0.67038 0.62056 0.79 0.37 0.00
H -2.93780 1.05631 0.57999 -0.08 0.08 0.09
H -1.30748 1.38221 0.65762 0.36 0.54 0.18
H 1.54353 0.15075 -1.80096 0.07 -0.53 1.00
```
Forces are in eV/Å.

Its LUMO energy is -0.224 eV. As for the HOMO-LUMO gap: 8.63 eV. The value obtained for the energy relative to the best compared isomer or geometry (same formula, charge and spin) is 205.4 kJ/mol. The total charge is 0. The value obtained for the molar mass is 106.00 g/mol. As for the HOMO energy: -8.849 eV. As for the spin multiplicity: 1.


2.
The following is a quantum chemistry calculation of C3H2O3 in the gas phase, from the Open Molecules 2025 dataset.

```
8
Properties=species:S:1:pos:R:3:forces:R:3
O -2.30208 0.46004 0.29427 0.68 -0.19 0.29
C -1.17869 0.53155 0.71946 -0.33 -0.02 -0.18
C -0.00066 0.18545 -0.22836 0.14 0.62 -0.74
O 0.08855 0.91459 -1.19094 -0.25 0.00 0.11
C 1.15069 -0.83856 -0.33445 0.35 0.02 0.32
O 2.21098 -0.69904 0.21469 -0.78 -0.17 0.02
H -0.96070 0.98861 1.70145 0.17 -0.24 -0.02
H 0.99192 -1.54264 -1.17611 0.02 -0.02 0.22
```
Forces are in eV/Å.

Its LUMO energy is -0.574 eV. As for the HOMO-LUMO gap: 9.41 eV. The value obtained for the energy relative to the best compared isomer or geometry (same formula, charge and spin) is 202.2 kJ/mol. The total charge is 0. The value obtained for the molar mass is 86.05 g/mol. As for the SMILES: O=CC(=O)C=O. As for the HOMO energy: -9.988 eV. As for the spin multiplicity: 1.